203
Properties=species:S:1:pos:R:3:forces:R:3 method="wB97M-V/def2-TZVPD" charge=+3 max_force_ev_per_a=3.85 energy_ev=-191305.457
C 2.279 16.880 2.902 0.1843 -0.1948 -0.8661
C 0.812 16.960 3.239 0.1725 0.3901 0.4690
N -0.036 16.159 2.349 -0.2094 -0.5863 0.3205
C -1.413 16.132 2.378 0.1771 1.1273 0.2238
C -1.828 15.185 1.521 0.0625 -0.5198 -0.3585
N -0.683 14.611 0.999 -0.2406 -0.5717 -0.0821
C 0.370 15.184 1.547 0.6349 1.0395 -0.1804
C -0.602 13.631 -0.081 -0.2141 0.1620 -0.2523
H 2.695 15.884 3.059 0.0509 0.0790 0.3463
H 2.833 17.626 3.463 0.0066 -0.1389 0.2228
H 2.459 17.103 1.845 -0.0988 0.1746 0.0475
H 0.477 17.997 3.208 -0.1843 -0.0602 -0.1850
H 0.645 16.612 4.256 -0.0511 -0.0491 -0.0088
H -1.929 16.889 2.947 -0.2408 -0.1926 0.0008
H -2.811 14.830 1.258 -0.0789 0.2575 -0.1809
H 1.404 15.047 1.285 -0.0446 -0.3684 -0.0440
H -0.689 14.153 -1.033 0.0204 -0.0510 -0.0206
H -1.419 12.920 -0.002 0.0322 -0.0402 0.1160
H 0.355 13.120 -0.035 -0.0077 -0.0557 0.0502
C -9.242 14.417 4.611 1.1942 1.5573 -0.6308
C -8.376 13.390 3.889 -1.0787 -0.2276 0.7867
N -8.880 13.165 2.535 0.5053 -0.4037 0.4793
C -10.011 12.497 2.120 -0.3824 0.3004 -0.2014
C -10.073 12.657 0.780 -0.0322 -0.0026 -0.4837
N -8.968 13.377 0.394 -0.1751 -0.3421 0.0338
C -8.259 13.652 1.478 0.5912 0.4636 -0.7133
C -8.565 13.715 -0.967 0.4123 -0.1517 -0.5375
H -9.242 15.338 4.015 -0.4235 -0.1915 -0.2557
H -8.710 14.812 5.482 -0.3332 -0.6451 0.4856
H -10.275 14.141 4.786 0.0381 -0.1811 0.1479
H -8.430 12.462 4.464 0.2693 -0.2287 -0.3343
H -7.340 13.703 3.806 0.0188 0.0834 0.0117
H -10.740 12.034 2.758 0.1659 0.0403 0.2644
H -10.804 12.352 0.051 -0.0511 -0.1114 0.0933
H -7.303 14.169 1.443 -0.1126 0.1680 0.1263
H -7.755 13.066 -1.303 0.1620 0.0873 0.3299
H -8.233 14.750 -0.986 -0.0777 0.0256 -0.1169
H -9.364 13.518 -1.677 -0.3368 0.3114 0.2938
C -5.584 22.921 7.769 0.0458 0.5333 0.2493
C -6.032 21.486 7.823 1.0506 -0.4039 0.1226
N -7.350 21.222 7.226 0.0148 -0.5277 0.7687
C -7.562 20.451 6.112 0.3562 0.7938 -0.7679
C -8.889 20.487 5.857 -0.5734 -0.9176 0.3601
N -9.490 21.106 6.933 0.1700 1.2315 -0.2371
C -8.522 21.592 7.716 0.0261 -0.0345 0.1208
C -10.892 21.536 6.945 -0.2041 -0.6595 -0.3030
H -6.152 23.546 8.463 -0.2023 0.0005 -0.0861
H -5.563 23.333 6.761 -0.1947 -0.0911 0.2504
H -4.554 22.959 8.126 0.0315 -0.0891 -0.0822
H -5.953 21.137 8.858 -0.6983 -0.1093 0.0087
H -5.334 20.826 7.304 -0.0009 0.3020 -0.3304
H -6.725 20.097 5.530 -0.1098 -0.1518 0.0164
H -9.507 20.064 5.081 0.1875 -0.1116 -0.0643
H -8.640 22.196 8.598 -0.1431 0.0494 -0.0325
H -11.523 20.787 7.423 0.1023 -0.0025 0.1178
H -11.203 21.575 5.904 -0.1115 0.2297 0.0540
H -11.020 22.504 7.416 0.1860 0.0499 0.0093
C -9.802 7.944 4.825 1.1066 0.4566 0.8574
C -11.059 8.663 5.182 -1.3051 0.1671 -0.4471
N -10.835 9.965 5.843 0.0518 -0.3172 0.4476
C -9.774 10.314 6.650 -0.1272 -0.2484 -0.3982
C -10.005 11.575 7.079 0.1744 0.0437 0.5852
N -11.217 11.983 6.564 -0.2940 -0.6604 0.2879
C -11.707 10.958 5.863 -0.0141 0.6261 -0.6061
C -12.030 13.185 6.909 1.4715 -0.5394 -0.3472
H -9.993 7.075 4.208 0.0139 0.0099 -0.1213
H -9.281 7.636 5.736 -0.2036 -0.4094 -0.0535
H -9.083 8.635 4.378 -0.2043 -0.1714 -0.5636
H -11.733 8.068 5.800 0.2471 -0.0261 0.2481
H -11.659 8.897 4.299 0.1806 -0.0035 -0.1102
H -8.993 9.609 6.865 0.1662 0.1795 0.0126
H -9.419 12.114 7.806 -0.1310 0.4026 -0.2191
H -12.645 10.983 5.332 -0.0190 -0.0860 0.0207
H -11.493 13.646 7.734 -0.3794 0.0728 0.1736
H -13.005 12.794 7.167 -0.2359 0.5253 0.0748
H -11.981 13.878 6.070 -0.5298 0.0977 0.0401
C -16.579 17.722 7.736 0.6686 0.5060 -0.3231
C -16.297 17.481 9.212 -0.1034 0.2064 -0.3335
N -15.001 18.062 9.643 0.1823 -0.6409 0.0933
C -13.849 18.090 8.896 -0.2327 -0.0596 -1.0622
C -12.845 18.521 9.681 0.0627 0.2684 0.6423
N -13.392 18.700 10.939 0.2417 -0.5874 -0.0427
C -14.676 18.370 10.888 -0.1176 0.5154 0.4980
C -12.675 19.068 12.147 -0.3067 0.6746 0.7397
H -17.371 17.085 7.354 -0.1875 0.0491 0.2262
H -15.718 17.572 7.081 0.0062 -0.3200 0.1531
H -16.826 18.774 7.590 -0.3045 -0.0966 -0.0213
H -16.260 16.425 9.475 -0.1738 -0.0095 -0.0142
H -17.073 18.002 9.770 0.0348 -0.2716 0.3167
H -13.834 17.786 7.863 0.1394 0.2542 -0.0456
H -11.813 18.754 9.496 0.0200 -0.1894 -0.1841
H -15.309 18.373 11.760 -0.2397 0.0182 -0.1712
H -11.635 18.767 12.113 0.0255 -0.0165 -0.2582
H -13.126 18.613 13.030 -0.0838 -0.3079 -0.2341
H -12.787 20.139 12.321 0.3411 0.0319 -0.2076
C -4.471 19.651 4.402 0.5003 0.6259 -0.4226
O -4.992 18.580 5.187 -0.2529 -0.1821 0.5849
C -4.795 17.259 4.770 -0.1053 0.8315 -0.3166
C -5.465 16.375 5.802 0.4290 0.1226 -0.3689
N -5.070 16.666 7.228 0.2566 -0.6092 0.1753
H -5.170 15.794 7.767 -0.5681 0.3547 -0.0601
H -4.045 16.822 7.335 0.0460 0.4902 -0.7749
C -5.728 17.790 7.952 0.8551 0.5926 0.2341
C -7.127 17.522 8.401 0.1244 -1.4744 -0.6333
O -7.903 17.275 7.248 -0.2893 0.8605 0.3997
C -9.248 17.059 7.588 -0.6099 -1.0080 -0.9001
H -3.923 20.280 5.098 0.0099 0.2623 -0.2789
H -5.249 20.216 3.881 -0.2306 -0.0652 0.3421
H -3.795 19.371 3.589 0.1077 -0.4830 0.2973
H -3.730 17.024 4.653 -0.0081 0.0526 0.0990
H -5.277 17.152 3.789 0.0617 -0.6029 0.0261
H -5.127 15.354 5.632 -0.4158 -0.0513 -0.0839
H -6.536 16.523 5.739 -0.0715 -0.3440 0.0832
H -5.614 18.637 7.281 -0.2706 0.0804 0.0687
H -5.077 17.973 8.809 -0.2198 0.1148 0.0809
H -7.520 18.325 9.034 0.0305 0.1715 -0.1529
H -7.152 16.572 8.963 0.1189 0.2776 0.4398
H -9.843 17.088 6.680 0.1461 0.4082 -0.0588
H -9.665 17.785 8.292 0.1899 0.0474 0.0514
H -9.385 16.021 7.931 0.0806 0.2253 0.5293
C -9.949 18.628 15.221 -0.2455 -0.1429 -0.0356
O -10.147 17.542 14.305 0.5470 0.1013 -0.0531
C -10.528 16.370 14.964 -0.0693 -0.1747 0.7816
C -10.669 15.232 13.978 -0.5519 0.6382 -0.1700
N -9.353 14.842 13.336 -0.8353 0.3325 0.5862
H -8.710 14.814 14.132 0.2920 -0.3487 -0.3016
H -9.493 13.895 12.982 0.4758 -0.0165 -0.1131
C -8.767 15.763 12.293 -0.2686 0.8142 0.3226
C -9.496 15.761 10.959 0.0754 -1.3639 -0.1923
O -10.858 16.146 10.956 0.0961 0.2122 0.6745
C -11.769 15.086 10.705 0.3235 0.4331 -0.7456
H -9.116 18.456 15.907 -0.0379 -0.2275 -0.0054
H -10.876 18.751 15.788 0.1210 0.2890 0.1038
H -9.717 19.514 14.640 -0.1577 0.0133 -0.0707
H -11.482 16.544 15.483 -0.1359 -0.3114 -0.2074
H -9.852 16.076 15.786 0.2854 0.2217 -0.2274
H -11.363 15.562 13.211 0.1547 -0.2214 -0.2583
H -11.066 14.347 14.471 0.0603 -0.0083 0.0721
H -7.749 15.404 12.141 -0.5273 0.4280 0.1012
H -8.759 16.746 12.756 -0.0487 0.0101 0.0146
H -9.429 14.726 10.591 0.1005 0.1413 -0.2528
H -8.944 16.366 10.240 0.0524 0.0972 0.2246
H -11.469 14.152 11.188 -0.2271 0.0431 0.3061
H -11.800 14.885 9.628 -0.0816 0.0066 0.0333
H -12.748 15.448 11.012 -0.0646 -0.2881 0.1644
C -0.027 11.378 10.101 0.5523 -0.7040 0.1779
O -0.302 12.548 9.364 -0.2583 0.1214 -0.2646
C -1.204 13.398 10.019 0.3293 0.0210 1.4021
C -1.646 14.526 9.149 -0.1897 -0.0865 -0.9237
N -2.613 14.098 8.035 0.5912 1.1796 0.1923
H -3.578 14.053 8.398 0.3053 -0.3535 -0.1937
H -2.584 14.918 7.413 -0.1483 -0.1789 -0.2098
C -2.234 12.875 7.267 -1.2113 0.0019 0.2715
C -3.113 12.749 6.029 0.0783 0.0019 0.4689
O -3.127 13.980 5.355 -0.0561 -0.4158 -0.0247
C -3.574 13.882 4.010 0.0696 -0.2084 0.1512
H -0.830 10.641 9.999 -0.1177 0.1277 0.1682
H 0.196 11.561 11.158 -0.3446 0.2644 -0.0117
H 0.884 10.916 9.721 -0.0945 0.1809 -0.3217
H -0.705 13.823 10.905 0.0381 0.2720 -0.2120
H -2.057 12.886 10.497 -0.1086 -0.2764 -0.5718
H -0.840 14.998 8.586 0.2768 -0.1029 0.3474
H -2.154 15.304 9.714 -0.0154 -0.0401 0.0404
H -2.516 12.075 7.951 0.6480 -0.3715 -0.1978
H -1.180 12.901 7.022 0.0779 0.0501 0.2277
H -4.132 12.468 6.329 0.0111 -0.1013 -0.1273
H -2.677 11.934 5.440 -0.1548 0.0799 -0.2087
H -3.484 14.888 3.618 -0.1936 -0.0626 -0.3029
H -4.599 13.500 3.919 -0.1104 0.2545 0.2596
H -2.959 13.169 3.451 0.2134 0.2250 -0.0281
N -5.490 14.301 8.829 -1.8660 -1.2051 0.2389
S -6.711 13.397 8.252 -0.1581 0.0975 -2.2879
O -7.991 14.010 8.381 -0.2869 0.1407 0.5345
O -6.601 11.993 8.423 0.1326 -0.1474 0.5739
F -6.399 13.591 6.713 0.3430 0.2326 0.1170
S -5.551 14.056 10.411 3.3947 0.7370 1.6643
O -4.863 12.878 10.801 -0.5020 -0.3647 -0.0873
O -6.730 14.451 11.106 -0.1425 -0.4806 -0.8352
F -4.492 15.192 10.768 -0.5825 -0.0072 -0.2889
N -2.283 17.244 7.519 1.0399 0.2851 -1.1221
S -1.284 17.594 6.263 0.4636 -1.8650 -1.2989
O 0.107 17.430 6.491 -0.0837 0.0241 0.6147
O -1.738 18.613 5.400 -0.3819 0.4871 0.0497
F -1.636 16.232 5.462 -0.1793 -0.0472 0.2431
S -2.227 18.573 8.385 -0.6771 1.1107 2.8067
O -3.198 19.548 8.051 -0.5184 0.1099 -0.5046
O -0.926 18.979 8.751 0.3812 -0.1143 -0.1647
F -2.861 17.934 9.735 0.1391 -0.3206 -0.3696
B -5.663 16.356 0.592 0.5550 -0.3968 -0.4208
F -5.391 14.923 0.523 -0.0520 -0.1438 0.2085
F -6.957 16.453 1.129 -0.1266 0.0766 0.3026
F -4.677 16.916 1.422 -0.2085 -0.1175 0.3721
F -5.579 16.890 -0.672 -0.2122 -0.0572 0.0125
B -12.158 17.532 5.394 -0.6667 0.3783 -0.6406
F -12.169 16.141 5.128 0.3168 -0.2305 0.6002
F -13.449 18.022 5.144 0.1655 0.0280 0.0162
F -11.877 17.842 6.753 -0.0004 -0.4067 0.5940
F -11.170 18.137 4.624 0.0621 0.0692 -0.0632
B -3.410 22.876 4.435 -0.0562 -0.0992 -0.2377
F -2.502 22.022 5.099 -0.1586 0.0062 0.0963
F -2.854 24.129 4.250 -0.0881 -0.1293 -0.0881
F -3.812 22.263 3.224 0.1871 0.0934 0.0957
F -4.602 22.996 5.230 0.1328 -0.1872 -0.1774